# 1
C4H3ClN2O2S | wB97M-V/def2-TZVPD

CARTESIAN COORDINATES (ANGSTROEM)
C (0.637, -0.331, -0.672)
C (0.418, -0.378, 0.696)
C (-1.960, 1.137, -0.867)
C (1.539, -0.966, 1.462)
N (-0.636, 0.129, 1.256)
N (-0.881, 0.657, -1.473)
O (1.356, -0.578, -1.542)
O (-0.702, 0.799, -2.705)
S (-1.937, 0.916, 0.872)
Cl (-3.272, 1.906, -1.721)
H (1.403, -2.053, 1.482)
H (2.408, -0.708, 0.804)
H (1.626, -0.532, 2.408)

E = -34625.078 eV
HOMO level (spin up / spin down) = -0.3083 / -0.3082 hartree
ΔE to the lowest compared entry with this formula, charge and spin = 19.32 kcal/mol

# 2
C20H37InN10OP | wB97M-V/def2-TZVPD

CARTESIAN COORDINATES (ANGSTROEM)
C (1.186, -0.847, -0.754)
P (1.755, 0.168, -2.232)
O (3.430, 0.541, -1.988)
In (1.679, -1.474, -4.205)
C (3.747, -1.992, -4.956)
N (0.563, -3.166, -3.532)
H (1.447, -1.905, -0.845)
H (0.112, -0.823, -0.647)
H (1.625, -0.506, 0.190)
H (3.805, 0.529, -2.871)
H (0.818, -0.635, -5.550)
H (3.956, -3.024, -4.688)
H (4.548, -1.365, -4.557)
H (3.764, -1.956, -6.044)
H (1.103, -3.763, -2.934)
H (0.158, -3.693, -4.293)
C (5.380, -5.499, -2.298)
C (4.069, -5.225, -2.887)
N (3.052, -5.008, -3.358)
H (5.908, -6.235, -2.897)
H (5.970, -4.584, -2.263)
H (5.260, -5.886, -1.289)
C (-3.087, 0.610, -3.841)
C (-1.882, -0.024, -3.313)
N (-0.939, -0.494, -2.880)
H (-3.852, -0.143, -4.023)
H (-3.461, 1.338, -3.122)
H (-2.853, 1.116, -4.776)
C (1.460, -1.015, 3.159)
C (1.531, -0.777, 4.602)
N (1.587, -0.605, 5.729)
H (0.561, -0.561, 2.750)
H (2.330, -0.584, 2.667)
H (1.437, -2.085, 2.964)
C (-1.044, 1.795, 1.475)
C (-1.794, 2.341, 0.337)
N (-2.384, 2.778, -0.537)
H (-0.261, 2.491, 1.770)
H (-1.719, 1.640, 2.315)
H (-0.586, 0.847, 1.198)
C (0.355, 2.253, 8.286)
C (-0.466, 2.793, 7.202)
N (-1.110, 3.228, 6.366)
H (1.103, 2.984, 8.584)
H (-0.280, 2.022, 9.139)
H (0.853, 1.343, 7.954)
C (4.938, -9.418, -3.388)
C (5.834, -8.957, -2.326)
N (6.529, -8.594, -1.501)
H (5.259, -9.010, -4.344)
H (4.957, -10.505, -3.436)
H (3.923, -9.085, -3.181)
C (-4.440, 5.724, -0.241)
C (-5.748, 6.077, -0.796)
N (-6.780, 6.327, -1.218)
H (-3.964, 4.968, -0.865)
H (-3.803, 6.606, -0.201)
H (-4.562, 5.325, 0.764)
C (-1.191, 5.940, 4.621)
C (-0.803, 6.429, 3.296)
N (-0.504, 6.815, 2.264)
H (-0.891, 6.661, 5.379)
H (-2.269, 5.805, 4.663)
H (-0.710, 4.988, 4.825)
C (-7.848, 3.026, 0.916)
C (-6.620, 2.433, 1.449)
N (-5.664, 1.970, 1.867)
H (-8.596, 2.252, 0.757)
H (-8.237, 3.757, 1.621)
H (-7.641, 3.524, -0.030)

net charge = -1
E = -52748.052 eV
HOMO level = -0.1032 hartree

# 3
C31H59Cl2F5N2O4P | wB97M-V/def2-TZVPD

CARTESIAN COORDINATES (ANGSTROEM)
C (3.393, 0.888, -2.806)
C (3.249, 2.484, -2.472)
C (1.720, 3.086, -2.594)
C (1.048, 3.452, -1.099)
C (-0.022, 2.337, -0.589)
Cl (0.343, 0.598, -1.249)
N (-1.512, 2.716, -0.628)
C (-2.211, 1.696, 0.246)
C (-3.283, 0.635, -0.278)
C (-2.695, -0.885, -0.660)
C (-2.049, -1.679, 0.618)
C (-2.062, -3.305, 0.225)
C (-0.534, -3.854, 0.449)
C (0.517, -3.376, -0.729)
O (1.918, -3.477, -0.253)
C (2.265, -2.351, 0.641)
C (-2.107, 2.841, -1.999)
F (-1.335, 3.657, -3.015)
F (-2.121, 1.570, -2.819)
C (-3.594, 3.461, -2.167)
F (-4.541, 3.386, -1.061)
F (-3.528, 4.914, -2.581)
F (-4.259, 2.784, -3.345)
C (-1.552, 4.031, 0.154)
P (-0.941, 4.212, 1.913)
C (-0.734, 2.646, 2.988)
C (-2.443, 5.016, 2.906)
C (-1.873, 6.169, 3.948)
C (-0.658, 5.261, -0.560)
Cl (-0.628, 6.745, 0.615)
N (0.637, 4.879, -1.135)
C (1.754, 5.877, -1.036)
O (1.550, 7.152, -1.734)
C (1.336, 7.000, -3.175)
C (2.722, 7.318, -4.056)
H (2.517, 0.440, -3.438)
H (3.355, 0.323, -1.755)
H (4.471, 0.642, -3.243)
H (3.920, 3.054, -3.280)
H (3.768, 2.672, -1.441)
H (0.998, 2.449, -3.268)
H (1.845, 4.118, -3.183)
H (2.014, 3.422, -0.392)
H (0.343, 2.133, 0.534)
H (-1.460, 1.028, 0.895)
H (-2.819, 2.314, 1.072)
H (-4.047, 0.402, 0.613)
H (-3.963, 0.910, -1.186)
H (-3.678, -1.498, -0.955)
H (-2.036, -0.885, -1.633)
H (-2.844, -1.587, 1.502)
H (-0.985, -1.289, 0.909)
H (-2.322, -3.379, -0.915)
H (-2.830, -3.920, 0.887)
H (-0.150, -3.583, 1.535)
H (-0.586, -5.038, 0.380)
H (0.256, -2.324, -1.179)
H (0.417, -4.177, -1.605)
H (3.216, -2.703, 1.269)
H (2.572, -1.371, 0.043)
H (1.431, -2.073, 1.413)
H (-2.644, 4.519, 0.156)
H (0.231, 2.012, 2.752)
H (-0.623, 3.008, 4.117)
H (-1.654, 1.911, 2.979)
H (-3.101, 4.193, 3.414)
H (-3.072, 5.552, 2.074)
H (-2.563, 6.207, 4.892)
H (-2.002, 7.205, 3.380)
H (-0.730, 6.046, 4.212)
H (-1.363, 5.652, -1.442)
H (2.077, 6.151, 0.081)
H (2.753, 5.418, -1.505)
H (0.816, 6.008, -3.511)
H (0.587, 7.875, -3.493)
H (3.639, 7.591, -3.384)
H (2.516, 8.271, -4.746)
H (2.922, 6.431, -4.809)
C (-2.367, -6.678, 4.634)
C (-2.736, -5.222, 4.511)
C (-1.536, -4.651, 3.786)
O (-1.015, -5.698, 2.956)
C (-1.642, -6.932, 3.331)
H (-3.225, -7.338, 4.781)
H (-1.679, -6.816, 5.477)
H (-3.632, -5.118, 3.888)
H (-2.927, -4.734, 5.470)
H (-0.749, -4.359, 4.489)
H (-1.792, -3.785, 3.170)
H (-2.343, -7.206, 2.535)
H (-0.887, -7.718, 3.417)
C (4.076, -6.476, -0.665)
C (4.463, -7.444, -1.753)
C (3.631, -8.660, -1.407)
O (2.436, -8.180, -0.776)
C (2.608, -6.789, -0.470)
H (4.258, -5.430, -0.922)
H (4.632, -6.707, 0.251)
H (4.157, -7.047, -2.728)
H (5.534, -7.657, -1.792)
H (4.151, -9.306, -0.691)
H (3.370, -9.254, -2.287)
H (1.985, -6.215, -1.164)
H (2.269, -6.591, 0.550)

net charge = +1
E = -92172.550 eV
HOMO level = -0.3861 hartree

# 4
ClH3N2OS | wB97M-V/def2-TZVPD

CARTESIAN COORDINATES (ANGSTROEM)
N (-0.135, -0.801, -1.246)
S (0.495, -0.243, 0.015)
N (-0.933, 0.960, 0.564)
O (1.005, -1.139, 1.011)
Cl (1.952, 1.261, -0.345)
H (0.376, -1.565, -1.477)
H (-0.935, 0.771, 1.500)
H (-1.825, 0.756, -0.020)

E = -28431.321 eV
HOMO level = -0.3862 hartree
ΔE to the lowest compared entry with this formula, charge and spin = 28.34 kcal/mol
SMILES = N=[S@@](N)(=O)Cl